[1]
A 2-piece molecular cluster, C4H13N3O overall at a distorted geometry. Source: OMol25; level of theory: ωB97M-V/def2-TZVPD.

XYZ file:
```
21
Properties=species:S:1:pos:R:3:forces:R:3:mulliken_charge:R:1
C 1.693099 -0.751084 -0.831385 -0.6824 0.2263 -0.3495 -0.870
C 0.968619 -0.583647 1.449149 -0.2358 0.1485 -0.1257 -0.781
N 1.400105 0.138865 0.268805 -0.6740 1.4614 0.3710 -0.075
N 0.384105 1.327314 -0.034999 1.7402 -2.8207 0.1230 -0.088
N 1.090724 2.484225 0.249368 0.6471 0.8759 -0.1676 -0.690
H 0.319528 1.263972 -1.049019 -0.0917 0.1568 0.0396 0.258
H 2.084810 2.346472 0.002355 -0.6275 0.1849 0.2811 0.287
H 1.038833 2.667009 1.246304 -0.0063 -0.0969 -0.1481 0.240
H 0.816206 -1.341386 -1.134105 0.0790 -0.0943 -0.1135 0.272
H 2.483041 -1.442444 -0.532096 -0.0293 0.0896 0.0620 0.307
H 2.054047 -0.172463 -1.683331 0.0315 -0.0518 -0.0538 0.309
H 1.813309 -1.149628 1.849389 -0.0374 0.0275 -0.0223 0.343
H 0.149389 -1.282747 1.239271 -0.0039 -0.0476 0.0862 0.210
H 0.640976 0.133418 2.201204 0.0264 -0.0540 0.0517 0.256
C -2.567472 0.033814 -0.763105 0.0151 -0.0167 -0.1413 -0.939
C -2.228585 -1.260851 -0.101062 -0.1900 0.1862 0.1821 0.191
O -1.659603 -2.183858 -0.620967 0.0570 -0.0480 -0.0689 -0.480
H -2.539390 -1.316952 0.963417 0.0600 -0.1056 -0.0063 0.360
H -1.977095 0.822653 -0.292350 0.0129 -0.0009 0.0519 0.236
H -3.617817 0.271891 -0.600005 -0.0897 -0.0158 0.0061 0.358
H -2.346826 -0.004572 -1.826838 -0.0013 -0.0048 -0.0577 0.294
```
Forces are in eV/Å.

## Properties
F_max in eV/A: 3.32
HOMO energy in eV: -8.55
Orbital gap in eV: 9.609
SMILES: CN(C)NN.CC=O
ΔE to the lowest compared entry with this formula, charge and spin in eV: 3.813
Calculated total energy in Eh: -399.6072
Molecular weight in g/mol: 119.168

---

[2]
A 2-piece molecular cluster, C4H13N3O overall at a distorted geometry. Source: OMol25; level of theory: ωB97M-V/def2-TZVPD.

XYZ file:
```
21
Properties=species:S:1:pos:R:3:forces:R:3:mulliken_charge:R:1
C -1.801098 -1.551031 -0.391903 0.4920 0.5569 0.2211 -0.990
N -1.290962 -0.515794 0.479616 1.5167 -2.2151 -0.4174 -0.039
N -2.207706 0.541277 0.686702 0.8797 1.3688 0.9559 -0.688
H -0.132955 -0.681177 0.759981 -4.3459 1.5356 -0.4931 0.498
H -1.820289 1.395818 0.285625 -0.2404 -0.1159 -0.1040 0.199
H -3.126313 0.432329 0.259452 0.4607 -0.7622 0.0613 0.257
H -1.075555 -2.364793 -0.421669 -0.0549 -0.1277 0.0124 0.344
H -1.945204 -1.193928 -1.424525 -0.1068 0.0216 -0.0702 0.241
H -2.754480 -1.948964 -0.028589 -0.0613 -0.1785 -0.0324 0.329
C 0.908346 1.862502 -0.240114 -0.2185 -0.1923 0.0544 -1.533
C 1.023043 0.422510 -0.597200 1.1208 -1.4916 0.4871 0.801
N 2.315566 -0.342624 1.370979 -0.2247 0.0132 0.5481 -0.523
C 1.477246 -0.586309 0.242562 1.4071 1.6509 -1.8394 -0.626
O 0.667338 0.167737 -1.891887 -0.0094 0.2279 0.7123 -0.480
H 0.891878 -0.745339 -2.110301 -0.0647 0.0062 0.0546 0.331
H 2.601333 0.615849 1.516113 -0.1136 -0.0193 -0.1742 0.262
H 1.921148 -0.691671 2.234203 0.0381 -0.0115 0.0526 0.247
H 1.745791 -1.516868 -0.259774 -0.5018 -0.2047 0.0656 0.287
H 0.993061 2.009526 0.833724 0.0941 -0.0226 0.0220 0.382
H 1.675112 2.445317 -0.758046 -0.0529 -0.0576 0.0475 0.353
H -0.065302 2.245633 -0.544948 -0.0145 0.0179 -0.1643 0.348
```
Forces are in eV/Å.

## Properties
F_max in eV/A: 4.64
HOMO energy in eV: -6.65
Orbital gap in eV: 7.417
SMILES: C/C(O)=C\N.CNN
ΔE to the lowest compared entry with this formula, charge and spin in eV: 4.997
Calculated total energy in Eh: -399.5637
Molecular weight in g/mol: 119.168

---

One value per record, in order, for E_LUMO: 1.1, 0.8 eV.